The following is a DFT calculation (ωB97M-V/def2-TZVPD) of 2 unconnected molecules or ions with the total composition C18H39N2O4Si.

CARTESIAN COORDINATES (ANGSTROEM)
N -2.914 3.511 0.155
Si -2.187 1.912 -0.192
C -0.252 1.987 -0.397
C 0.257 3.206 -1.306
C 0.662 2.832 -2.803
O 0.890 1.422 -3.040
C -3.061 0.927 -1.574
C -2.859 1.496 -3.062
C -3.720 2.836 -3.369
O -2.927 4.051 -3.226
C -2.441 0.878 1.438
C -4.090 0.408 1.486
C -5.123 1.618 1.993
O -4.709 0.348 2.860
H -2.444 3.966 0.961
H -2.928 4.131 -0.666
H 0.157 0.963 -0.672
H 0.132 2.202 0.675
H -0.498 4.076 -1.247
H 1.211 3.621 -0.801
H 1.577 3.408 -3.199
H -0.218 3.158 -3.482
H 1.200 1.253 -3.951
H -4.197 0.931 -1.375
H -2.763 -0.190 -1.604
H -1.775 1.629 -3.386
H -3.301 0.699 -3.773
H -4.703 2.854 -2.790
H -3.995 2.787 -4.490
H -2.143 3.867 -2.659
H -1.840 -0.090 1.429
H -2.305 1.521 2.368
H -4.481 -0.328 0.629
H -4.661 2.529 2.511
H -6.239 1.504 1.814
C 3.336 -3.142 3.115
C 2.042 -2.902 2.294
C 1.836 -4.102 1.338
C 2.835 -4.111 0.185
C 2.813 -2.784 -0.570
C 2.954 -1.535 0.334
N 2.096 -1.602 1.555
O 0.873 -1.311 1.187
C 4.428 -1.327 0.760
C 2.668 -0.284 -0.542
C 0.934 -2.900 3.382
H 3.190 -3.951 3.835
H 4.188 -3.457 2.517
H 3.618 -2.251 3.681
H 0.819 -4.085 0.927
H 1.920 -5.040 1.894
H 3.845 -4.321 0.547
H 2.583 -4.922 -0.503
H 3.606 -2.791 -1.323
H 1.868 -2.731 -1.124
H 4.515 -0.495 1.465
H 5.051 -1.083 -0.104
H 4.891 -2.202 1.208
H 1.688 -0.321 -1.023
H 3.399 -0.200 -1.349
H 2.725 0.635 0.049
H 1.067 -2.054 4.066
H 0.971 -3.813 3.979
H -0.074 -2.845 2.964

Properties
total charge = +1
Kohn-Sham gap = 3.74 eV
DFT total energy = -38332.869 eV
LUMO = -7.6 eV

Atomic partial charges in e from the natural (NBO) method, atoms 1 to 8: N -1.28; Si 1.80; C -0.91; C -0.44; C -0.07; O -0.76; C -0.92; C -0.44